Entry from the Open Molecules 2025 dataset: 8 unconnected molecules or ions with the total composition C30H74BF3N7O9S7 at a distorted geometry (ωB97M-V/def2-TZVPD).

Last column: Mulliken charge in e.
Atoms and positions in Å:
1 C 3.13681 -3.70751 -6.14995  -1.345
2 C 2.79299 -2.82567 -4.94246  0.299
3 C 1.87032 -3.51590 -3.95066  -0.654
4 O 0.51890 -3.53216 -4.46962  -0.491
5 C -0.31774 -2.66407 -3.79767  0.142
6 N -1.64067 -2.87096 -4.39429  0.208
7 C -2.56312 -1.97387 -4.47225  -0.698
8 N -3.85680 -2.29586 -4.90199  -0.391
9 C -4.58883 -1.52792 -3.83544  -0.698
10 B -4.53568 -2.49879 -2.54727  0.207
11 N -5.45542 -3.65054 -2.52428  -0.576
12 O -3.60661 -2.26056 -1.56081  -0.427
13 C -3.77720 -0.21099 -3.77066  -0.034
14 C -4.04374 0.59689 -2.51317  -1.004
15 C -3.46146 2.02211 -2.46691  0.030
16 C -3.23824 2.48825 -1.01697  -1.461
17 C -1.79635 2.43820 -0.45402  0.175
18 N -1.60975 1.39058 0.55930  -0.001
19 C -0.76174 0.29885 0.33749  -0.006
20 N -0.31193 -0.43055 1.27787  -0.751
21 N -0.42591 0.00415 -1.00957  -0.052
22 N -2.38663 -0.67196 -4.01827  1.179
23 C -1.61933 0.07364 -5.06782  -1.130
24 C -0.61858 1.07868 -4.46601  0.270
25 C 0.70835 0.99335 -5.12612  -0.082
26 F 0.69752 1.18111 -6.46187  -0.344
27 C 1.86543 0.72635 -4.54304  0.290
28 F 2.00908 0.60689 -3.23398  -0.179
29 F 2.99873 0.55214 -5.17735  -0.265
30 H 3.40433 -3.05977 -6.98496  0.331
31 H 2.25210 -4.26165 -6.45853  0.331
32 H 3.96635 -4.37945 -5.94652  0.322
33 H 3.68488 -2.45812 -4.43356  0.425
34 H 2.24140 -1.95415 -5.31206  -0.208
35 H 2.15149 -4.55299 -3.77561  0.446
36 H 1.87448 -2.96817 -3.00333  0.298
37 H -0.03668 -1.61093 -3.88457  -0.243
38 H -0.39997 -2.90476 -2.72888  0.392
39 H -1.85875 -3.79333 -4.75705  0.406
40 H -4.02863 -1.90205 -5.82634  0.355
41 H -5.64111 -1.35911 -4.05450  0.554
42 H -6.04739 -3.60022 -1.69321  0.263
43 H -4.89749 -4.48904 -2.35793  0.234
44 H -3.97936 -2.34795 -0.67375  0.231
45 H -4.11474 0.40516 -4.61843  0.451
46 H -5.13443 0.68506 -2.46089  0.396
47 H -3.72045 0.06209 -1.62410  0.309
48 H -2.54785 2.10185 -3.05643  -0.363
49 H -4.18565 2.70057 -2.92353  0.520
50 H -3.83452 1.86383 -0.35017  0.481
51 H -3.61596 3.50410 -0.89840  0.530
52 H -1.61984 3.39820 0.03181  0.150
53 H -1.06204 2.36584 -1.25822  0.191
54 H -1.35518 1.77137 1.46803  -0.087
55 H -0.70648 -0.03881 2.13440  0.341
56 H 0.12799 -0.84506 -0.94864  0.241
57 H 0.20133 0.72352 -1.35953  0.218
58 H -1.07659 -0.63548 -5.69658  0.743
59 H -2.31762 0.59845 -5.72140  0.356
60 H -0.51330 0.90988 -3.39814  -0.426
61 H -1.00285 2.09284 -4.60519  0.687
62 C -1.21750 3.32214 5.35374  -1.034
63 S -0.29059 2.76585 3.93125  0.677
64 O -0.89142 1.44234 3.54547  -0.830
65 C 1.23736 2.43928 4.80968  -1.196
66 H -2.22344 3.55541 5.01716  0.330
67 H -1.22763 2.52620 6.09854  0.470
68 H -0.75433 4.22517 5.74927  0.243
69 H 1.08050 1.71857 5.61059  0.478
70 H 1.61133 3.37591 5.22132  0.444
71 H 1.95688 2.04494 4.09462  0.260
72 C 5.57524 0.66379 7.75728  -0.905
73 S 4.76510 1.59765 6.45776  0.454
74 O 3.44956 2.04035 6.99870  -0.586
75 C 4.44941 0.19069 5.39441  -0.718
76 H 5.81990 1.36132 8.55542  0.333
77 H 4.89611 -0.10677 8.12373  0.264
78 H 6.48870 0.21737 7.36452  0.365
79 H 3.86039 -0.54852 5.94011  0.054
80 H 5.39631 -0.23888 5.06693  0.454
81 H 3.89340 0.54515 4.52843  0.298
82 C 2.54889 -5.66844 -11.41786  -0.993
83 S 2.73972 -4.57323 -10.00846  0.534
84 O 2.76311 -5.42870 -8.79455  -0.592
85 C 1.09655 -3.84888 -10.10571  -0.856
86 H 3.46281 -6.25207 -11.50305  0.327
87 H 1.69980 -6.33037 -11.24914  0.310
88 H 2.40578 -5.07587 -12.32131  0.378
89 H 0.34826 -4.63803 -10.02993  0.309
90 H 0.99306 -3.30717 -11.04572  0.390
91 H 0.99556 -3.15728 -9.27122  0.204
92 C 2.92887 -3.85314 5.14147  -0.686
93 S 2.22971 -3.33070 6.71103  0.560
94 O 3.37047 -2.87868 7.55729  -0.634
95 C 1.76485 -4.97298 7.25966  -0.893
96 H 3.31947 -2.96757 4.64353  0.243
97 H 3.73435 -4.56524 5.32280  0.330
98 H 2.13742 -4.29889 4.53799  0.172
99 H 2.65144 -5.60597 7.30167  0.319
100 H 1.02402 -5.37511 6.56785  0.306
101 H 1.33019 -4.87591 8.25220  0.319
102 C 0.42064 6.29756 2.40818  -0.886
103 S -1.09645 6.76352 3.23935  0.581
104 O -1.91569 5.52272 3.38027  -0.596
105 C -1.79927 7.68825 1.86819  -1.078
106 H 0.98993 5.67059 3.09041  0.169
107 H 0.17725 5.74180 1.50205  0.373
108 H 0.99188 7.19689 2.18450  0.414
109 H -1.89930 7.03458 1.00129  0.278
110 H -1.15501 8.53726 1.64049  0.377
111 H -2.77927 8.04299 2.18021  0.352
112 C 1.81951 7.69266 7.36087  -1.025
113 S 0.49439 7.87863 6.16475  0.745
114 O 1.15527 8.22107 4.87264  -0.624
115 C -0.16367 9.40969 6.82910  -1.069
116 H 2.38399 6.80240 7.09135  0.313
117 H 2.46550 8.56903 7.32079  0.329
118 H 1.39465 7.56906 8.35701  0.377
119 H 0.61935 10.16743 6.82901  0.344
120 H -0.53564 9.23602 7.83864  0.371
121 H -0.98323 9.72132 6.18491  0.288
122 C -0.77103 -4.31717 1.90391  -0.871
123 S -1.65768 -4.46580 3.46198  0.437
124 O -0.63313 -4.54602 4.53062  -0.535
125 C -2.24390 -6.14491 3.19773  -0.984
126 H -0.29160 -3.33743 1.88150  0.239
127 H -0.02086 -5.10589 1.83453  0.373
128 H -1.48249 -4.39566 1.08165  0.320
129 H -1.39192 -6.80691 3.04320  0.297
130 H -2.91317 -6.16770 2.33711  0.362
131 H -2.78845 -6.44520 4.09027  0.340

Calculated values
E_tot in eV: -145833.2815
Net charge: +1
HOMO in eV: -9.775
Largest force on an atom in hartree/bohr: 0.024
Frontier orbital gap in eV: 6.90

Entry from the Open Molecules 2025 dataset: 8 unconnected molecules or ions with the total composition C40H72Br2O25 at a distorted geometry (ωB97M-V/def2-TZVPD).

Last column: Mulliken charge in e.
Atoms and positions in Å:
1 C -9.20150 0.56533 2.75019  -0.798
2 O -8.02879 -0.00109 2.18967  -0.195
3 C -8.28773 -1.30389 1.70257  -0.718
4 C -7.08414 -1.80243 0.88869  -0.591
5 C -5.77049 -1.14134 1.34092  -0.114
6 C -4.50419 -2.00051 1.10691  -1.012
7 C -3.90409 -1.85991 -0.24276  1.056
8 C -2.70778 -1.40378 -0.63194  0.110
9 C -1.50830 -0.87155 0.06999  -0.682
10 Br -0.30472 -2.36724 0.42060  -0.043
11 C -1.65834 -0.03712 1.33651  0.343
12 C -0.31566 0.66133 1.65527  -1.431
13 Br -3.03454 1.30969 1.06616  -0.115
14 C -2.62919 -1.56796 -2.11396  -0.208
15 O -1.65572 -1.56502 -2.80033  -0.492
16 O -3.90630 -1.80750 -2.57450  -0.307
17 C -4.61221 -2.29626 -1.48595  0.149
18 O -5.56631 -2.99142 -1.60017  -0.505
19 H -9.91440 0.80766 1.95532  0.326
20 H -8.92450 1.49159 3.24598  0.268
21 H -9.66757 -0.12520 3.45530  0.292
22 H -8.48909 -1.99952 2.52477  0.323
23 H -9.16069 -1.25578 1.04379  0.381
24 H -7.26085 -1.55350 -0.15545  0.239
25 H -7.00078 -2.88487 0.95755  0.366
26 H -5.81682 -0.94516 2.40990  0.042
27 H -5.67874 -0.18498 0.83315  0.403
28 H -3.77066 -1.82735 1.88881  0.208
29 H -4.81811 -3.04444 1.21036  0.506
30 H -0.97884 -0.24704 -0.64833  0.745
31 H -1.89238 -0.66408 2.19152  0.388
32 H -0.44972 1.73992 1.67727  0.410
33 H 0.06710 0.37346 2.62973  0.331
34 H 0.42464 0.46429 0.88306  0.316
35 C 4.66877 1.16555 6.69513  -1.096
36 C 4.18085 -0.03974 5.92145  -0.180
37 O 3.47579 0.34732 4.73124  -0.341
38 C 4.24524 0.66619 3.69264  0.714
39 O 5.44787 0.63966 3.66193  -0.575
40 O 3.45025 1.01975 2.68243  -0.255
41 C 4.15167 1.42247 1.50343  -0.716
42 H 3.84073 1.84354 6.90470  0.295
43 H 5.11387 0.85241 7.63931  0.357
44 H 5.41772 1.71537 6.12629  0.307
45 H 3.45899 -0.60498 6.50774  0.291
46 H 5.00119 -0.70801 5.66321  0.314
47 H 4.87171 0.66582 1.19988  0.347
48 H 4.65620 2.37274 1.67143  0.299
49 H 3.40682 1.54324 0.72233  0.239
50 C 8.74975 4.14558 1.49966  -1.258
51 C 8.23863 2.92089 0.77230  0.075
52 O 7.52981 3.27756 -0.42566  -0.320
53 C 8.29537 3.54889 -1.48091  0.789
54 O 9.49653 3.50395 -1.51972  -0.554
55 O 7.49600 3.87033 -2.49912  -0.345
56 C 8.18652 4.21600 -3.70230  -0.664
57 H 7.93342 4.84401 1.68796  0.294
58 H 9.19499 3.85968 2.45231  0.391
59 H 9.50332 4.66342 0.90714  0.328
60 H 7.51426 2.38991 1.38808  0.252
61 H 9.04768 2.23044 0.53850  0.194
62 H 8.89144 3.43695 -3.98298  0.293
63 H 8.70922 5.16315 -3.57951  0.295
64 H 7.42550 4.31586 -4.47049  0.232
65 C 0.15858 -2.67437 -5.04720  -0.915
66 C 1.15572 -3.46938 -5.85979  -0.347
67 O 1.94338 -2.61479 -6.70869  -0.342
68 C 2.94784 -1.98202 -6.11102  0.746
69 O 3.25468 -2.06992 -4.94891  -0.593
70 O 3.55357 -1.21779 -7.01892  -0.269
71 C 4.63630 -0.42997 -6.51550  -0.558
72 H -0.45736 -2.05079 -5.69567  0.283
73 H -0.49386 -3.33809 -4.48300  0.338
74 H 0.66885 -2.01986 -4.34287  0.299
75 H 0.64816 -4.15174 -6.53913  0.324
76 H 1.81152 -4.05860 -5.21978  0.311
77 H 5.35621 -1.04949 -5.98588  0.207
78 H 4.26025 0.35248 -5.85778  0.305
79 H 5.11174 0.01895 -7.38280  0.187
80 C 6.30331 -2.23768 -3.19903  -0.840
81 C 6.41699 -1.18336 -2.12162  -0.049
82 O 7.51428 -1.44288 -1.22948  -0.378
83 C 8.70880 -1.06498 -1.67533  0.787
84 O 8.93973 -0.51597 -2.72124  -0.569
85 O 9.61692 -1.38760 -0.75250  -0.352
86 C 10.96148 -1.06394 -1.11229  -0.631
87 H 6.24529 -3.23272 -2.75607  0.335
88 H 5.40883 -2.06908 -3.79791  0.040
89 H 7.17278 -2.21828 -3.85711  0.327
90 H 5.52992 -1.18744 -1.49093  0.321
91 H 6.51928 -0.18593 -2.54821  0.249
92 H 11.04587 -0.01906 -1.40205  0.275
93 H 11.29980 -1.70292 -1.92640  0.288
94 H 11.56467 -1.24895 -0.22839  0.234
95 C 2.97231 0.06179 -11.15643  -1.040
96 C 3.97284 -0.76282 -11.93437  -0.203
97 O 4.78730 0.05885 -12.78655  -0.348
98 C 5.80037 0.67358 -12.18170  0.791
99 O 6.09633 0.58562 -11.01808  -0.553
100 O 6.44552 1.40272 -13.09289  -0.340
101 C 7.54918 2.14971 -12.57661  -0.631
102 H 2.37528 0.67738 -11.83043  0.309
103 H 2.30710 -0.58797 -10.58825  0.338
104 H 3.47876 0.72799 -10.45874  0.269
105 H 3.46383 -1.45321 -12.60410  0.299
106 H 4.60720 -1.34819 -11.27011  0.303
107 H 8.23356 1.50495 -12.03017  0.297
108 H 7.19463 2.94907 -11.92792  0.289
109 H 8.05573 2.57592 -13.43735  0.220
110 C -5.85127 1.34378 9.15640  -1.201
111 C -6.11219 0.11311 8.31580  -0.264
112 O -6.76495 0.44602 7.08161  -0.199
113 C -5.96612 0.89900 6.11268  0.661
114 O -4.77188 1.02586 6.17656  -0.596
115 O -6.73007 1.16951 5.05824  -0.220
116 C -6.03303 1.69492 3.92491  -0.686
117 H -6.77581 1.90124 9.31131  0.302
118 H -5.44600 1.05914 10.12721  0.382
119 H -5.13843 2.00482 8.66492  0.317
120 H -6.79853 -0.56025 8.82812  0.343
121 H -5.19329 -0.43529 8.11222  0.339
122 H -5.19952 1.05480 3.64666  0.296
123 H -5.67160 2.70176 4.13302  0.374
124 H -6.74363 1.72199 3.11129  0.149
125 C -9.73267 -0.48246 6.82529  -0.846
126 C -10.25315 -1.07116 8.11707  -0.348
127 O -11.51752 -0.50196 8.49401  -0.372
128 C -12.57825 -1.01225 7.87379  0.788
129 O -12.57169 -1.90335 7.06499  -0.561
130 O -13.66208 -0.37084 8.31297  -0.348
131 C -14.88436 -0.79551 7.70599  -0.639
132 H -9.69042 0.60452 6.88843  0.292
133 H -8.73750 -0.85623 6.61046  0.246
134 H -10.38839 -0.74425 5.99372  0.398
135 H -9.58165 -0.83673 8.94205  0.227
136 H -10.34094 -2.15547 8.05594  0.345
137 H -15.00390 -1.87351 7.78533  0.299
138 H -14.91161 -0.49531 6.65977  0.291
139 H -15.68167 -0.29739 8.24943  0.222

Calculated values
E_tot in eV: -233921.7504
HOMO in eV: -10.032
Largest force on an atom in hartree/bohr: 0.022
Frontier orbital gap in eV: 9.18

Entry from the Open Molecules 2025 dataset: 2 unconnected molecules or ions with the total composition C5H6NO at a distorted geometry (ωB97M-V/def2-TZVPD).

Last column: Mulliken charge in e.
Atoms and positions in Å:
1 C 0.36438 -2.08491 2.50621  -0.498
2 C -0.76801 -1.45832 2.28066  -0.255
3 C 0.46891 -1.00064 1.53204  -0.027
4 C 1.11370 -0.24493 0.74664  0.235
5 C -0.29388 1.55191 -2.39803  -0.605
6 N -0.97510 0.94453 -1.35769  0.063
7 O -0.52090 0.44842 -0.37971  -0.246
8 H 1.06929 -2.71033 2.93997  0.424
9 H -1.79367 -1.03149 2.06169  0.420
10 H 1.82962 0.20433 0.26536  0.567
11 H -0.44805 1.21303 -3.39365  0.310
12 H 0.78267 1.65660 -2.27215  0.331
13 H -0.82897 2.51179 -2.53134  0.280

Calculated values
E_tot in eV: -8803.7549
ΔE to the lowest compared entry with this formula, charge and spin in eV: 9.196
Net charge: +1
HOMO in eV: -13.470
Largest force on an atom in hartree/bohr: 0.110
Frontier orbital gap in eV: 8.33

Entry from the Open Molecules 2025 dataset: C4H5N in the gas phase at a distorted geometry (ωB97M-V/def2-TZVPD).

Last column: Mulliken charge in e.
Atoms and positions in Å:
1 C -0.11598 -0.84299 -0.81842  -0.207
2 C -0.90188 -0.67885 0.24807  -0.459
3 C -0.42420 0.44275 0.97100  -0.346
4 C 0.85545 0.16540 -0.81992  -0.591
5 H -0.30577 -1.59728 -1.57778  0.357
6 H -1.81083 -1.15753 0.45768  0.413
7 H -0.72189 0.68351 2.00143  0.334
8 H 1.31607 1.60732 0.86173  0.309
9 H 1.57369 0.34382 -1.60823  0.342
10 N 0.53533 1.03385 0.28443  -0.152

Calculated values
E_tot in eV: -5717.9150
ΔE to the lowest compared entry with this formula, charge and spin in eV: 0.932
HOMO in eV: -7.906
Largest force on an atom in hartree/bohr: 0.096
Frontier orbital gap in eV: 8.93

> Look up the E_tot of the second one.

-233921.7504 eV

Copy entry 3 word for word.
Entry from the Open Molecules 2025 dataset: 2 unconnected molecules or ions with the total composition C5H6NO at a distorted geometry (ωB97M-V/def2-TZVPD).

Last column: Mulliken charge in e.
Atoms and positions in Å:
1 C 0.36438 -2.08491 2.50621  -0.498
2 C -0.76801 -1.45832 2.28066  -0.255
3 C 0.46891 -1.00064 1.53204  -0.027
4 C 1.11370 -0.24493 0.74664  0.235
5 C -0.29388 1.55191 -2.39803  -0.605
6 N -0.97510 0.94453 -1.35769  0.063
7 O -0.52090 0.44842 -0.37971  -0.246
8 H 1.06929 -2.71033 2.93997  0.424
9 H -1.79367 -1.03149 2.06169  0.420
10 H 1.82962 0.20433 0.26536  0.567
11 H -0.44805 1.21303 -3.39365  0.310
12 H 0.78267 1.65660 -2.27215  0.331
13 H -0.82897 2.51179 -2.53134  0.280

Calculated values
E_tot in eV: -8803.7549
ΔE to the lowest compared entry with this formula, charge and spin in eV: 9.196
Net charge: +1
HOMO in eV: -13.470
Largest force on an atom in hartree/bohr: 0.110
Frontier orbital gap in eV: 8.33

> Look up the frontier orbital gap of the fourth one.

8.93 eV

> What is the formula in the first record?

C30H74BF3N7O9S7